(1)
The following is a DFT calculation (ωB97M-V with the def2-TZVPD basis set) of a molecular structure, C35H30CrNO3 at a distorted geometry.

Last column: Mulliken spin population.
CARTESIAN COORDINATES (ANGSTROEM)
C (-4.356100, -4.372513, -2.603916)  0.00
C (-4.400016, -3.013737, -2.952371)  0.01
C (-3.417605, -2.137687, -2.467108)  -0.01
C (-2.403580, -2.598579, -1.610355)  0.01
C (-1.278300, -1.670328, -1.164223)  0.11
C (-0.098418, -1.766098, -2.120139)  -0.04
C (1.025081, -0.711353, -2.074350)  0.01
C (2.231888, -1.438294, -2.693362)  0.01
C (1.886420, -2.939613, -2.593326)  -0.01
N (0.637274, -2.959621, -1.844937)  0.75
C (-2.406782, -3.945857, -1.220177)  0.01
C (-3.378189, -4.831136, -1.709049)  0.00
H (-5.072646, -5.076536, -3.036555)  0.00
H (-5.204243, -2.639400, -3.596695)  0.00
H (-3.428349, -1.086797, -2.765065)  0.00
H (-1.641310, -0.644113, -1.075078)  0.01
H (-0.962803, -1.968001, -0.159504)  -0.05
H (-0.501288, -1.742977, -3.160717)  0.12
H (0.781445, 0.277221, -2.478926)  0.00
H (1.292044, -0.563210, -1.024855)  0.01
H (2.380868, -1.135886, -3.732517)  0.00
H (3.130701, -1.195950, -2.117854)  0.00
H (1.772755, -3.413873, -3.592694)  0.06
H (2.642139, -3.533820, -2.063129)  0.05
H (0.098467, -3.812871, -1.994981)  -0.03
H (-1.632271, -4.299417, -0.534246)  0.00
H (-3.368562, -5.876763, -1.383572)  0.00
O (-1.469687, 6.153864, 3.300897)  0.05
C (-1.255158, 5.649420, 2.273851)  -0.06
Cr (-0.627687, 4.826657, 0.673497)  1.09
C (0.607586, 3.944214, 1.775673)  -0.04
O (1.389625, 3.416921, 2.463663)  -0.01
C (0.668793, 6.221666, 0.608629)  -0.07
O (1.504835, 7.026709, 0.731473)  0.05
C (-2.079582, 5.434973, -0.773374)  0.07
C (-2.695198, 4.499471, 0.069288)  -0.05
C (-2.064470, 3.284108, 0.366736)  0.04
C (-0.911829, 2.873910, -0.345221)  0.01
C (-0.261218, 1.603798, -0.057808)  0.19
C (0.333549, 0.749432, 0.600702)  -0.01
C (1.111152, -0.215082, 1.262581)  0.21
C (2.566221, -0.002090, 1.263563)  -0.01
C (3.105081, 1.075044, 0.502122)  0.11
C (4.380792, 1.581692, 0.765918)  -0.07
C (5.213327, 0.954704, 1.701599)  0.12
C (4.788230, -0.238845, 2.298210)  -0.06
C (3.500462, -0.728759, 2.047186)  0.12
C (0.422090, -1.087574, 2.206036)  0.02
C (-0.993486, -1.226702, 2.111767)  0.11
C (-1.642118, -2.301930, 2.721196)  -0.07
C (-0.938012, -3.150299, 3.591036)  0.14
C (0.364549, -2.777165, 3.971467)  -0.06
C (1.017699, -1.732377, 3.315645)  0.13
C (-0.294576, 3.830743, -1.181126)  0.05
C (-0.921281, 5.051665, -1.467398)  -0.06
H (-2.493128, 6.444984, -0.892970)  0.00
H (-3.643926, 4.732860, 0.549787)  -0.01
H (-2.460629, 2.622210, 1.148225)  0.00
H (2.492560, 1.514747, -0.286031)  0.01
H (4.706882, 2.490075, 0.245777)  0.00
H (6.170053, 1.413510, 1.973543)  0.00
H (5.462796, -0.790888, 2.956262)  0.00
H (3.244200, -1.712406, 2.450387)  0.00
H (-1.557635, -0.500885, 1.517312)  0.01
H (-2.714920, -2.454500, 2.547945)  0.00
H (-1.422509, -4.022406, 4.043318)  0.00
H (0.864168, -3.286266, 4.793679)  0.00
H (1.976981, -1.386134, 3.715519)  0.00
H (0.690947, 3.590356, -1.599475)  0.00
H (-0.464149, 5.723780, -2.191385)  -0.01

Atoms 1-2, force components in eV/Å:
0.3 0.1 0.2
0.3 -0.1 0.2

The calculation puts the HOMO energy (alpha / beta) at -0.4475 / -0.5034 hartree. The energy relative to the best compared isomer or geometry (same formula, charge and spin) is 0.0 kcal/mol. Its expectation value of S² is 3.817. Its total charge is +2. For the orbital gap (alpha / beta), the calculation gives 6.647 / 4.388 eV. As for the spin multiplicity: 4.

(2)
The following is a DFT calculation (ωB97M-V with the def2-TZVPD basis set) of C2H4NP in the gas phase at a distorted geometry.

Last column: Mulliken charge in e.
CARTESIAN COORDINATES (ANGSTROEM)
C (0.473662, 0.462861, 0.126005)  -0.01
C (-1.963777, -0.386840, 0.190907)  -0.43
N (-0.686830, 0.033540, 0.175995)  -0.08
P (2.044146, -0.334829, 0.095030)  -0.16
H (-2.332777, -0.210046, -0.778888)  0.22
H (-2.506949, -0.679730, 1.016192)  0.29
H (2.534245, 0.968052, 0.405346)  0.08
H (2.438280, 0.146989, -1.230586)  0.07

Atoms 1-2, force components in eV/Å:
-5.0 -0.6 0.1
4.5 2.0 -2.0

The calculation puts the HOMO energy at -0.2767 hartree. The energy relative to the best compared isomer or geometry (same formula, charge and spin) is 62.1 kcal/mol. The SMILES is C=NC#[PH2]. Its total charge is 0. For the orbital gap, the calculation gives 8.294 eV.

(3)
The following is a DFT calculation (ωB97M-V with the def2-TZVPD basis set) of a molecular structure, C22H23ClO2PPb at a distorted geometry.

Last column: Mulliken charge in e.
CARTESIAN COORDINATES (ANGSTROEM)
Pb (-1.030399, 0.042770, 0.410927)  1.07
Cl (-1.054921, -2.292562, 0.124791)  -0.20
C (2.747089, -1.044295, -0.045218)  0.19
O (3.689635, -1.656723, 0.237319)  -0.16
P (-0.095559, 0.096777, -2.732060)  0.20
C (0.542111, 1.685770, -3.284909)  0.89
C (0.950104, -1.257936, -3.294073)  0.54
C (-1.756847, -0.232575, -3.321497)  1.35
C (0.426147, -2.548326, -3.560528)  -0.23
C (1.217614, -3.525242, -4.179400)  -0.71
C (2.586812, -3.280247, -4.417670)  -0.30
C (3.156391, -2.049915, -4.010061)  -0.60
C (2.342774, -1.065753, -3.431091)  -0.34
H (-0.612318, -2.781002, -3.324519)  0.51
H (0.807545, -4.519252, -4.435506)  0.44
H (3.244133, -4.077451, -4.827076)  0.43
H (4.245827, -1.893112, -4.099928)  0.44
H (2.811217, -0.128791, -3.101707)  0.45
C (1.396578, 2.501143, -2.484807)  -0.21
C (1.847177, 3.745820, -2.952769)  -0.70
C (1.518071, 4.177224, -4.250266)  -0.47
C (0.693223, 3.355869, -5.050671)  -0.71
C (0.188739, 2.149325, -4.554424)  -0.37
H (1.698011, 2.183437, -1.483457)  0.41
H (2.444317, 4.431181, -2.326006)  0.40
H (1.877389, 5.149729, -4.644700)  0.40
H (0.432808, 3.700715, -6.057203)  0.43
H (-0.484097, 1.531628, -5.159945)  0.32
C (-1.943785, -0.557073, -4.677447)  -0.13
C (-3.236901, -0.711351, -5.217277)  -0.90
C (-4.364611, -0.655730, -4.370083)  -0.49
C (-4.193535, -0.423769, -2.993455)  -0.94
C (-2.903970, -0.193902, -2.483547)  -0.24
H (-1.065692, -0.689975, -5.318527)  0.49
H (-3.363764, -0.914677, -6.294116)  0.42
H (-5.379599, -0.817567, -4.804754)  0.41
H (-5.083132, -0.425629, -2.345189)  0.43
H (-2.835391, -0.016122, -1.408018)  -0.24
H (-0.427467, 1.657123, 0.176647)  0.13
H (-1.417120, 1.805034, 0.072816)  0.37
C (-1.107479, 0.703457, 4.305466)  -1.17
C (0.035668, -0.087742, 3.706047)  0.86
C (1.168943, -0.751521, 4.462573)  -0.98
O (0.104195, -0.272475, 2.453347)  -0.56
H (-0.968437, 0.631599, 5.400703)  0.34
H (-2.091778, 0.246404, 4.035648)  0.36
H (-1.035752, 1.778964, 4.009256)  0.35
H (1.159554, -1.823479, 4.159085)  0.33
H (2.104549, -0.252587, 4.120577)  0.31
H (1.015734, -0.627585, 5.546102)  0.38

Atoms 1-2, force components in eV/Å:
-0.6 -6.6 1.5
0.1 -1.4 -0.1

The calculation puts the HOMO energy (alpha / beta) at -0.6502 / -0.6507 hartree. The energy relative to the best compared isomer or geometry (same formula, charge and spin) is 104.5 kcal/mol. Its total charge is +3. For the orbital gap (alpha / beta), the calculation gives 4.577 / 4.429 eV.

(4)
The following is a DFT calculation (ωB97M-V with the def2-TZVPD basis set) of 4 unconnected molecules or ions with the total composition C38H82BrN6O8 at a distorted geometry.

Last column: Mulliken charge in e.
CARTESIAN COORDINATES (ANGSTROEM)
C (-3.395652, 0.813514, 3.702473)  -1.17
C (-2.841901, -0.538363, 3.387692)  0.85
O (-1.629907, -0.755128, 3.133895)  -0.53
O (-3.764732, -1.541649, 3.400558)  -0.34
C (-3.719907, -2.372792, 4.578738)  -0.57
C (-3.633558, -3.826430, 4.185897)  -0.86
C (-2.206156, -4.307930, 3.863080)  -0.36
C (-2.133389, -5.248070, 2.668312)  -1.29
C (-2.413947, -4.590394, 1.311455)  -0.63
C (-1.146566, -4.068541, 0.624191)  -0.83
C (-1.361328, -2.822501, -0.223036)  0.54
C (-0.170819, -2.605624, -1.168059)  -1.57
N (0.267506, -1.216066, -1.312103)  0.32
C (-0.662751, -0.328895, -2.039620)  -1.15
C (-1.355519, 0.744903, -1.212849)  -0.18
C (-1.201157, 2.068934, -1.931957)  -0.75
O (-2.061169, 3.088457, -1.450740)  -0.35
C (-1.717761, 3.681453, -0.294134)  0.64
C (-2.721223, 4.692064, 0.126955)  -1.01
O (-0.676001, 3.408223, 0.321931)  -0.47
C (1.418879, -0.787598, -0.873597)  0.13
N (2.377321, -1.519401, -0.271095)  -0.21
C (3.275153, -0.596226, 0.472492)  -0.02
C (4.745648, -0.891691, 0.345363)  -1.90
C (5.635165, -0.241441, 1.391617)  -0.34
C (5.317841, -0.563024, 2.836054)  -0.76
O (4.422036, 0.406075, 3.384785)  -0.56
C (2.654868, 0.818879, 0.148692)  1.61
Br (1.392745, 1.211820, 1.557728)  -0.07
C (3.607061, 1.935358, -0.233675)  -1.37
C (4.041942, 2.926163, 0.838314)  -1.25
C (3.290810, 4.274092, 0.964320)  0.78
C (2.409411, 4.388820, 2.205080)  -1.66
C (2.508291, 4.687191, -0.276086)  -1.17
N (1.812363, 0.545029, -1.061303)  -0.14
H (-4.449320, 0.880304, 3.462733)  0.36
H (-3.263271, 1.006930, 4.761859)  0.31
H (-2.842657, 1.548491, 3.131499)  0.26
H (-4.620065, -2.177997, 5.152168)  0.38
H (-2.858915, -2.105412, 5.184710)  0.40
H (-4.021949, -4.402434, 5.020097)  0.46
H (-4.287817, -3.986095, 3.335865)  0.35
H (-1.815906, -4.813380, 4.740150)  0.45
H (-1.574857, -3.443121, 3.665140)  0.17
H (-2.803668, -6.086218, 2.836881)  0.43
H (-1.130858, -5.669473, 2.617075)  0.42
H (-3.134327, -3.785885, 1.426991)  0.45
H (-2.866420, -5.347450, 0.678641)  0.41
H (-0.373453, -3.895680, 1.373423)  0.27
H (-0.778657, -4.858144, -0.029423)  0.42
H (-2.258129, -2.986066, -0.813651)  0.47
H (-1.515489, -1.965081, 0.421150)  -0.05
H (0.659887, -3.218813, -0.844563)  0.80
H (-0.442573, -2.943761, -2.159095)  -0.29
H (-0.110043, 0.110883, -2.864877)  0.66
H (-1.375899, -0.998720, -2.478941)  0.10
H (-2.421007, 0.523172, -1.203280)  0.74
H (-1.026097, 0.772503, -0.181716)  0.05
H (-1.521959, 1.929271, -2.960190)  0.38
H (-0.165207, 2.394970, -1.954890)  0.30
H (-3.670089, 4.594160, -0.375225)  0.28
H (-2.851500, 4.569884, 1.198262)  0.33
H (-2.307086, 5.681047, -0.027345)  0.26
H (2.071856, -2.295676, 0.294607)  0.37
H (3.033168, -0.777008, 1.515178)  0.41
H (5.108909, -0.603699, -0.641777)  0.54
H (4.882535, -1.969031, 0.403774)  0.39
H (5.678194, 0.837273, 1.286001)  0.15
H (6.638421, -0.608344, 1.187834)  0.50
H (6.234675, -0.512082, 3.413163)  0.42
H (4.913301, -1.568050, 2.932660)  0.29
H (3.602124, -0.003415, 3.639955)  0.33
H (4.499430, 1.419937, -0.582534)  0.35
H (3.193892, 2.435630, -1.100092)  0.87
H (3.996248, 2.420731, 1.800260)  0.30
H (5.094099, 3.137728, 0.676923)  0.52
H (4.065470, 5.024432, 1.100012)  0.37
H (2.301707, 5.439298, 2.456746)  0.53
H (2.869184, 3.903036, 3.059478)  0.34
H (1.414479, 3.994330, 2.031106)  0.17
H (1.912273, 3.878759, -0.689014)  -0.12
H (3.161085, 5.071589, -1.055180)  0.32
H (1.817571, 5.484215, -0.021591)  0.46
H (2.432131, 0.537009, -1.868764)  0.36
C (-7.120788, 8.942804, 1.472705)  -1.40
C (-5.608371, 8.954966, 1.276845)  0.37
C (-5.118631, 8.025908, 0.159862)  -0.81
O (-5.106900, 6.649047, 0.491702)  -0.21
C (-6.349289, 5.983583, 0.363123)  -0.78
N (-4.960680, 8.684585, 2.562438)  -0.72
H (-7.450130, 8.050588, 2.004481)  0.29
H (-7.424680, 9.801734, 2.067788)  0.35
H (-7.646684, 8.988277, 0.517619)  0.35
H (-5.323716, 9.967182, 0.976333)  0.40
H (-4.077299, 8.276927, -0.058548)  0.34
H (-5.692577, 8.183072, -0.762517)  0.42
H (-6.928968, 6.382485, -0.473469)  0.37
H (-6.945947, 6.047012, 1.275724)  0.24
H (-6.137986, 4.930666, 0.170696)  0.25
H (-3.957354, 8.812155, 2.475744)  0.27
H (-5.079152, 7.698519, 2.774263)  0.30
C (8.280410, -6.497554, -0.453803)  -1.41
C (6.882586, -6.213673, 0.085668)  0.32
C (6.148296, -5.089027, -0.654066)  -0.82
O (6.582307, -3.779722, -0.335106)  -0.14
C (7.739256, -3.337480, -1.024490)  -0.81
N (6.968907, -5.981889, 1.529182)  -0.70
H (8.998467, -5.747265, -0.124521)  0.30
H (8.630769, -7.460004, -0.086755)  0.35
H (8.288574, -6.526793, -1.544597)  0.34
H (6.282739, -7.116150, -0.062805)  0.41
H (5.094809, -5.122003, -0.360622)  0.31
H (6.189675, -5.241735, -1.740410)  0.45
H (7.770550, -3.736648, -2.041457)  0.37
H (8.657247, -3.612470, -0.501714)  0.25
H (7.691722, -2.249465, -1.076267)  0.25
H (6.036560, -5.915569, 1.925259)  0.26
H (7.382302, -5.066666, 1.680491)  0.30
C (-3.711339, -1.214781, -5.044836)  -1.44
C (-2.351757, -1.887094, -5.203581)  0.51
C (-2.149844, -2.593760, -6.548311)  -0.86
O (-2.819025, -3.826600, -6.661826)  -0.39
C (-4.182130, -3.760742, -7.046704)  -0.64
N (-2.136009, -2.797191, -4.069392)  -0.44
H (-4.497586, -1.940842, -4.844019)  0.30
H (-3.694129, -0.519356, -4.204898)  0.26
H (-3.981976, -0.654598, -5.939949)  0.37
H (-1.588907, -1.102317, -5.148255)  0.22
H (-1.087570, -2.831344, -6.650828)  0.34
H (-2.417735, -1.931325, -7.381124)  0.51
H (-4.354771, -2.940261, -7.748335)  0.30
H (-4.846767, -3.645803, -6.187126)  0.22
H (-4.422699, -4.699936, -7.540543)  0.26
H (-1.190519, -3.167051, -4.126819)  0.28
H (-2.720281, -3.616149, -4.215792)  0.29

Atoms 1-2, force components in eV/Å:
0.1 0.0 -0.5
3.3 -0.9 -0.8

The calculation puts the HOMO energy at -0.3902 hartree. Its total charge is +1. For the orbital gap, the calculation gives 8.579 eV.

Values for calculated total energy, eV, ordered as above
-72816.2200 -12913.8350 -54305.7106 -136092.4673